This record from the OMol25 dataset describes a molecular structure, C10H24ClI2N2P2SSc. The level of theory is ωB97M-V/def2-TZVPD.

```
! RIJCOSX wB97M-V def2-TZVPD def2/J DEFGRID3
* xyz 2 1
I 0.1236 2.4312 -0.7998
I 0.0776 -3.1003 -0.9655
Sc 0.1119 -0.3214 -1.5747
P -2.5488 -0.2398 -1.4540
C -3.4175 -0.1634 0.1359
C -3.2843 1.1459 -2.3922
H -4.3522 0.9409 -2.5784
H -4.3993 -1.4804 -2.4457
H -2.7490 1.2403 -3.3467
H -2.8249 -1.8276 -3.2539
H -3.1574 0.7685 0.6529
H -3.1629 2.0770 -1.8218
C -3.3250 -1.6779 -2.2870
H -4.5040 -0.2025 -0.0369
H -3.1767 -2.5738 -1.6725
H -3.1039 -1.0047 0.7623
P 2.7763 -0.2227 -1.4663
C 3.6747 -0.1380 0.1136
C 3.5397 -1.6646 -2.2960
H 2.9560 1.2451 -3.3654
H 4.5640 0.9589 -2.6057
H 3.3750 2.0935 -1.8511
C 3.4969 1.1592 -2.4144
H 3.0390 -1.8127 -3.2626
H 4.6148 -1.4751 -2.4534
H 4.7590 -0.1498 -0.0811
H 3.3908 -0.9903 0.7422
H 3.3851 -2.5579 -1.6800
H 3.3992 0.7849 0.6384
Cl 0.1278 -0.2834 -3.9170
C -0.4114 -1.1463 4.3808
N -0.3209 0.1833 3.8096
C -0.4454 1.3651 4.5343
C -0.2695 2.3795 3.6354
N -0.0245 1.8223 2.4092
C -0.0588 0.4534 2.4885
S 0.2444 -0.7082 1.2930
H -1.2147 -1.7195 3.8992
H 0.5275 -1.6948 4.2294
H -0.6123 -1.0318 5.4383
H -0.6430 1.3745 5.5946
H -0.2831 3.4527 3.7604
H 0.1060 2.3104 1.5036
*
```

Output
gap between HOMO and LUMO (alpha / beta) = 5.30 / 4.04 eV
lowest unoccupied orbital energy (alpha / beta) = -10.073 / -10.683 eV